Computed, not measured: an isolated ion of composition C10H4Cl2N3O4 and charge -1, with ωB97M-V/def2-TZVPD.

Geometry as XYZ:
```
23
Properties=species:S:1:pos:R:3
N -2.427 -2.274 1.382
C -1.473 -1.652 1.301
C -0.254 -0.913 1.261
C -0.342 0.441 0.684
C -1.395 1.212 1.400
N -2.209 1.874 1.925
C 0.966 1.245 0.759
O 0.996 2.443 0.527
C 2.256 0.459 1.005
Cl 3.676 1.409 1.110
C 2.265 -0.930 1.194
Cl 3.699 -1.828 1.418
C 0.966 -1.701 1.128
O 0.937 -2.900 0.938
C 0.133 0.310 -2.202
C -0.782 0.724 -1.094
N -2.084 0.099 -1.395
O -3.152 0.564 -0.913
O -2.071 -0.945 -2.099
H 1.048 0.889 -2.141
H 0.323 -0.734 -2.055
H -0.185 0.398 -3.265
H -0.892 1.811 -0.867
```

## Properties
2S+1: 1
Charge: -1
Energy in eV: -48136.8520
Frontier orbital gap in eV: 6.281
LUMO in eV: 1.527
HOMO energy in eV: -4.754

Computed, not measured: a 2-piece molecular cluster, C10H4F3N2O6S2 overall, with ωB97M-V/def2-TZVPD.

Geometry as XYZ:
```
27
Properties=species:S:1:pos:R:3
N -1.840 1.689 3.757
C -2.678 2.212 2.885
O -3.872 2.599 2.118
N -3.870 2.068 0.878
C -3.356 3.090 -0.113
O -3.992 4.221 -0.439
C -1.928 2.546 -0.710
C -0.769 3.295 -1.621
C 0.556 2.351 -2.004
C 0.603 0.764 -1.509
C -0.599 0.047 -0.607
S -0.578 -1.744 -0.047
C -1.874 0.991 -0.192
C -3.225 0.710 0.693
O -3.649 -0.491 1.099
H -0.883 4.420 -1.926
H 1.440 2.847 -2.633
H 1.546 0.088 -1.790
H -1.370 -2.431 -1.007
C 4.065 -4.072 1.125
F 4.085 -5.437 0.990
F 3.272 -3.817 2.215
F 5.337 -3.717 1.499
S 3.487 -3.195 -0.421
O 2.126 -3.692 -0.668
O 4.440 -3.579 -1.471
O 3.528 -1.762 -0.099
```

## Properties
2S+1: 1
Charge: -1
Energy in eV: -55510.1456
Frontier orbital gap in eV: 5.975
LUMO in eV: 0.060
HOMO energy in eV: -5.915

Computed, not measured: a 20-piece molecular cluster, C10H56IO19 overall, with ωB97M-V/def2-TZVPD.

Geometry as XYZ:
```
86
Properties=species:S:1:pos:R:3
I -0.403 0.502 0.251
C -0.419 4.211 -4.022
C -0.240 3.209 -2.924
C 0.907 3.775 -2.155
O 0.496 5.151 -2.190
C -0.484 5.444 -3.207
H -1.194 3.990 -4.757
H 0.396 4.213 -4.745
H 0.013 2.219 -3.304
H -1.086 3.040 -2.257
H 1.876 3.720 -2.652
H 0.892 3.358 -1.148
H -0.377 6.371 -3.770
H -1.489 5.513 -2.790
O 1.265 -2.335 2.057
H 2.198 -2.305 1.843
H 0.965 -1.432 1.948
O 0.627 -2.104 4.686
H 0.910 -2.571 3.899
H 0.800 -2.715 5.402
O 0.963 0.580 5.023
H 0.727 -0.345 4.947
H 1.443 0.638 5.849
O 3.609 -1.029 1.140
H 3.717 -0.259 1.698
H 3.155 -0.701 0.364
O -2.659 -1.970 -0.718
H -2.272 -1.137 -0.451
H -1.911 -2.513 -0.968
O 0.348 5.124 0.878
H 0.752 5.990 0.933
H 0.210 4.982 -0.058
O 1.770 2.751 1.958
H 1.224 2.178 1.419
H 1.508 3.637 1.708
O -5.265 -1.630 -0.774
H -5.237 -0.715 -1.054
H -4.346 -1.876 -0.664
O -1.569 4.125 2.545
H -1.535 3.243 2.914
H -0.740 4.222 2.077
O -4.263 -0.214 4.074
H -3.346 -0.403 3.877
H -4.750 -0.602 3.347
O -3.728 2.557 1.135
H -2.903 2.148 0.874
H -4.364 2.247 0.490
O -0.831 1.751 3.623
H -0.205 1.318 4.203
H -0.994 1.113 2.927
O -4.424 1.358 -1.363
H -5.202 1.231 -1.906
H -3.689 1.217 -1.960
O -2.559 1.025 -3.432
H -2.506 1.666 -4.140
H -1.714 0.576 -3.451
O 2.560 0.820 -1.582
H 1.709 1.037 -1.202
H 2.568 -0.136 -1.622
O 3.697 1.714 3.378
H 2.840 1.928 3.010
H 3.535 1.600 4.315
C 1.488 -1.771 -3.702
C 2.363 -2.529 -2.810
C 3.815 -2.502 -3.287
O 2.415 -1.896 -1.488
H 0.540 -1.697 -3.169
H 1.333 -2.318 -4.631
H 1.709 -0.758 -4.037
H 1.883 -3.499 -2.680
H 4.222 -1.508 -3.100
H 4.005 -2.814 -4.314
H 4.236 -3.192 -2.555
H 1.601 -2.031 -0.997
C 0.978 -6.085 0.590
C -0.311 -5.295 0.659
C -0.915 -5.098 2.063
O -0.164 -4.053 0.119
H 0.940 -6.881 1.335
H 1.870 -5.480 0.749
H 1.082 -6.600 -0.365
H -1.128 -5.808 0.152
H -0.213 -4.540 2.683
H -1.068 -6.097 2.472
H -1.862 -4.564 1.988
H 0.204 -3.481 0.797
```

## Properties
2S+1: 1
Charge: -1
Energy in eV: -58286.0909
Frontier orbital gap in eV: 8.180
LUMO in eV: 2.063
HOMO energy in eV: -6.117

Computed, not measured: C10H5N4O5Sc as an isolated structure, with ωB97M-V/def2-TZVPD.

Geometry as XYZ:
```
25
Properties=species:S:1:pos:R:3
Sc 0.053 -0.972 0.795
O -3.533 0.996 -0.335
C -2.334 0.654 -0.030
O -2.008 -0.410 0.519
C -1.256 1.636 -0.373
C -1.394 2.888 -0.947
C -0.232 3.629 -1.143
C 1.007 3.115 -0.760
C 1.037 1.851 -0.196
N -0.076 1.144 -0.022
C 2.211 1.062 0.327
O 3.424 1.482 0.311
O 1.964 -0.057 0.803
H -4.198 0.322 -0.090
H -2.364 3.274 -1.229
H -0.288 4.613 -1.589
H 1.902 3.705 -0.909
H 3.565 2.360 -0.080
O 0.166 -2.453 -0.376
N 0.235 -3.084 0.828
C 0.351 -4.358 0.854
C 0.414 -5.136 -0.347
N 0.466 -5.759 -1.309
C 0.416 -4.998 2.135
N 0.474 -5.503 3.164
```

## Properties
2S+1: 1
Charge: +2
Energy in eV: -47334.1471
Frontier orbital gap in eV: 8.145
LUMO in eV: -8.963
HOMO energy in eV: -17.108

Computed, not measured: C10H6F18N2O18S6Zn2 as an isolated structure, with ωB97M-V/def2-TZVPD.

Geometry as XYZ:
```
62
Properties=species:S:1:pos:R:3
Zn 3.094 1.225 0.586
Zn -5.563 2.110 -1.265
C -1.607 -3.506 -2.104
F -1.780 -4.156 -0.918
F -0.647 -4.140 -2.760
F -2.734 -3.698 -2.830
S -1.241 -1.664 -1.839
O -0.092 -1.632 -0.905
O -0.997 -0.991 -3.113
O -2.443 -1.060 -1.268
C -0.683 7.414 0.324
F -1.319 7.139 1.477
F -1.332 8.310 -0.344
F 0.551 7.821 0.585
S -0.698 5.698 -0.668
O 0.293 4.782 -0.058
O -2.061 5.125 -0.525
O -0.410 6.033 -2.062
C 6.671 3.993 -4.328
F 7.565 3.342 -3.610
F 6.383 5.066 -3.698
F 7.206 4.218 -5.542
S 5.180 2.809 -4.641
O 4.810 2.198 -3.299
O 4.145 3.723 -5.276
O 5.702 1.807 -5.564
C 0.886 2.495 7.239
F 0.150 3.397 6.612
F 2.114 2.920 7.462
F 0.426 2.105 8.397
S 1.103 1.023 6.100
O -0.232 0.529 5.863
O 1.862 1.447 4.850
O 1.883 0.042 6.864
C -4.564 0.821 -8.214
F -4.668 1.215 -9.494
F -5.557 0.111 -7.881
F -3.465 0.044 -8.059
S -4.443 2.341 -7.034
O -5.502 3.262 -7.542
O -4.656 1.967 -5.655
O -3.082 2.955 -7.179
C 6.465 -4.923 1.497
F 6.848 -4.993 0.211
F 5.149 -5.233 1.486
F 7.110 -5.745 2.423
S 6.612 -3.083 2.157
O 5.806 -2.238 1.308
O 6.162 -3.203 3.544
O 8.046 -2.729 2.077
C -5.843 1.942 6.334
C -5.934 1.808 4.856
N -5.978 1.835 3.646
H -6.780 2.391 6.662
H -4.962 2.496 6.659
H -5.867 0.956 6.798
C -3.194 -10.986 1.957
C -2.139 -11.986 1.951
N -1.260 -12.718 1.929
H -3.089 -10.274 1.139
H -3.291 -10.390 2.865
H -4.107 -11.566 1.818
```

## Properties
2S+1: 1
Charge: -2
Energy in eV: -261048.6352
Frontier orbital gap in eV: 1.748
LUMO in eV: -3.855
HOMO energy in eV: -5.603

Computed, not measured: C10H7AsClN4S4SeSr as an isolated structure, with ωB97M-V/def2-TZVPD.

Geometry as XYZ:
```
29
Properties=species:S:1:pos:R:3
Sr 2.076 -1.092 -0.950
S 3.927 -0.904 1.276
As 2.446 -2.604 1.681
S 2.746 -3.747 -0.232
S 1.271 -0.658 1.654
S 2.521 -3.630 3.451
Se -1.843 2.396 1.597
N -0.825 3.788 1.081
C 0.019 3.309 0.179
C 1.005 4.060 -0.492
C 1.843 3.405 -1.383
C 1.675 2.047 -1.605
N 0.737 1.274 -1.021
C -0.090 1.880 -0.126
N -1.031 1.213 0.516
H 1.090 5.121 -0.297
H 2.619 3.938 -1.917
H 2.350 1.548 -2.305
Cl -4.703 -1.512 1.067
C -3.125 -1.842 0.422
C -2.694 -1.209 -0.721
C -1.400 -1.428 -1.173
C -0.627 -2.289 -0.405
N -1.063 -2.977 0.646
C -2.291 -2.740 1.073
H -3.364 -0.546 -1.252
H -1.028 -0.941 -2.063
H 0.392 -2.578 -0.649
H -2.635 -3.281 1.946
```

## Properties
2S+1: 1
Charge: -1
Energy in eV: -199330.8054
Frontier orbital gap (alpha / beta) in eV: 6.051 / 4.596
LUMO (alpha / beta) in eV: 1.458 / 1.452
HOMO energy (alpha / beta) in eV: -4.593 / -3.144

Computed, not measured: a single C10H7BrN2 molecule, with ωB97M-V/def2-TZVPD.

Geometry as XYZ:
```
20
Properties=species:S:1:pos:R:3
C 2.201 2.519 0.134
C 4.211 1.275 0.498
C -2.098 -0.513 0.051
C -1.614 0.099 -1.092
C -1.224 -0.930 1.041
C -0.255 0.294 -1.252
C 0.136 -0.745 0.882
C 0.631 -0.139 -0.269
C 2.788 1.309 0.618
C 2.079 0.009 -0.496
N 1.707 3.456 -0.297
N 5.348 1.229 0.398
Br 3.092 -1.612 -0.126
H -3.160 -0.680 0.166
H -2.299 0.422 -1.864
H -1.599 -1.406 1.934
H 0.126 0.767 -2.146
H 0.822 -1.104 1.640
H 2.444 1.044 1.619
H 2.342 0.355 -1.491
```

## Properties
2S+1: 1
Energy in eV: -83504.7538
Frontier orbital gap in eV: 9.905
LUMO in eV: 0.085
HOMO energy in eV: -9.819

Computed, not measured: a single C10H7Cl2N3 molecule, with ωB97M-V/def2-TZVPD.

Geometry as XYZ:
```
22
Properties=species:S:1:pos:R:3
Cl -3.869 -3.077 -1.001
Cl -1.843 -3.521 1.443
N -0.169 1.856 -2.106
N -1.251 1.069 -2.157
C 0.796 1.643 -1.231
C -2.640 -1.916 -0.614
C -1.713 -2.135 0.406
C -2.502 -0.797 -1.431
C -0.593 -1.311 0.521
C 0.786 0.582 -0.273
C -1.379 0.029 -1.311
C -0.365 -0.248 -0.350
N 1.790 0.329 0.675
C 2.841 1.289 0.939
C 1.746 0.906 2.005
H 1.643 2.291 -1.267
H -3.196 -0.620 -2.281
H 0.171 -1.519 1.294
H 2.836 2.273 0.522
H 3.845 0.887 1.026
H 2.040 0.314 2.865
H 1.027 1.678 2.326
```

## Properties
2S+1: 1
Energy in eV: -39996.3177
Frontier orbital gap in eV: 8.006
LUMO in eV: -0.746
HOMO energy in eV: -8.752

Number 5 is which compound? C10H6F18N2O18S6Zn2

Look up the energy of the first one. -48136.8520 eV

Which of these has the highest energy? C10H7Cl2N3